Here is a 6-piece molecular cluster, C56H126B2F8NP3 overall in a non-equilibrium geometry from the OMol25 dataset. Energies are from the ωB97M-V functional and the def2-TZVPD basis.

Atoms and positions in Å:
P  0.272  -3.268  3.522
P  -2.749  -1.994  -3.226
P  -0.275  4.879  1.114
F  1.592  -0.006  -4.863
F  0.421  1.305  -0.156
F  0.313  0.926  -3.386
F  -0.575  -0.253  -4.927
F  2.070  -0.123  0.574
F  0.413  0.585  2.037
F  -0.174  -0.850  0.423
F  0.330  1.720  -5.587
N  4.517  1.079  -2.939
C  2.984  2.818  -3.681
C  -5.427  -2.419  -2.283
C  4.000  1.777  -4.158
C  -0.446  4.483  -0.636
C  -1.704  8.226  3.200
C  -6.436  -3.208  -1.358
C  3.936  4.810  3.487
C  1.749  -6.774  5.363
C  3.690  -0.113  -2.611
C  5.963  0.658  -3.182
C  -2.409  0.983  2.740
C  1.294  -1.251  5.219
C  -0.742  -3.952  -2.408
C  5.174  -2.719  1.298
C  2.349  3.878  1.660
C  -2.916  -0.228  -3.189
C  1.903  -8.123  4.697
C  0.854  -4.405  4.793
C  3.163  3.649  2.955
C  -2.142  -2.890  2.100
C  6.563  -0.235  -2.192
C  -1.630  6.747  2.828
C  -4.217  2.432  -2.653
C  1.378  -3.344  2.117
C  1.368  -5.741  4.244
C  -3.141  2.337  2.545
C  0.612  -4.064  -1.862
C  -3.249  -4.030  -5.103
C  2.992  2.794  -2.054
C  -3.098  -2.525  -4.893
C  8.123  -0.456  -2.470
C  -5.197  -3.907  -6.705
C  -0.967  3.551  2.108
C  -3.577  -3.385  1.899
C  1.070  5.937  -3.928
C  -2.056  8.423  4.692
C  -1.054  -2.427  -2.571
C  0.330  4.916  -3.079
C  -3.969  -2.662  -2.011
C  -4.366  -3.583  3.161
C  1.451  5.107  1.675
C  4.398  2.131  -1.828
C  1.694  -3.256  -2.519
C  0.705  1.218  5.110
C  -2.759  2.138  -2.280
C  -6.275  -4.737  -1.515
C  -1.084  6.459  1.417
C  -2.461  0.599  -1.943
C  3.650  -2.958  1.149
C  -3.745  -4.260  -6.536
C  1.171  0.075  5.975
C  -2.402  3.305  1.657
C  0.183  -1.580  4.281
C  0.354  5.359  -1.581
C  -1.334  -3.804  3.016
C  2.766  -2.766  2.401
B  0.410  0.627  -4.745
B  0.693  0.205  0.702
H  5.677  -3.410  1.949
H  -3.715  -2.289  -0.995
H  -3.758  -3.714  -1.959
H  -3.989  0.061  -3.436
H  -6.427  -5.056  -2.617
H  2.237  -1.119  4.702
H  1.236  1.378  4.149
H  -0.766  -1.360  4.837
H  6.012  -1.155  -2.073
H  2.081  0.350  6.372
H  -2.414  8.803  2.559
H  -3.054  0.186  -1.049
H  8.584  -1.375  -2.213
H  -2.289  -2.023  -5.494
H  0.918  -5.114  -1.919
H  0.869  -6.704  6.078
H  6.532  0.160  -1.193
H  -2.943  0.345  3.482
H  1.403  -4.416  1.937
H  1.573  -2.218  -2.307
H  -7.469  -2.973  -1.666
H  2.120  2.206  -1.781
H  0.445  -0.004  6.778
H  5.172  2.852  -1.955
H  0.630  6.893  -3.729
H  3.392  -3.902  0.646
H  -1.302  -4.834  2.661
H  4.572  1.539  -0.909
H  0.994  -2.750  1.287
H  -1.934  6.470  0.766
H  -4.977  1.855  -2.081
H  4.066  -0.569  -1.695
H  -0.744  4.839  -3.313
H  -1.593  -2.797  1.169
H  -3.991  -1.955  -5.083
H  8.396  -0.376  -3.545
H  -7.028  -5.243  -0.969
H  -5.779  -1.380  -2.158
H  -0.144  3.427  -0.709
H  4.897  2.209  -4.610
H  4.339  5.414  2.654
H  2.661  -3.543  -2.072
H  3.849  2.820  2.741
H  2.714  -6.573  5.821
H  -1.994  2.456  -3.036
H  -1.432  0.404  -1.770
H  -4.534  3.464  -2.520
H  6.616  1.558  -3.227
H  2.159  5.880  -3.683
H  2.041  -8.938  5.455
H  -1.031  6.194  3.567
H  -4.238  -2.709  3.822
H  -1.579  -4.486  -1.887
H  -5.878  -4.417  -6.004
H  3.308  3.812  -4.072
H  1.512  -1.962  5.972
H  0.743  3.945  -3.089
H  -5.292  -5.162  -1.230
H  3.322  -2.180  0.389
H  2.497  3.239  3.727
H  0.566  -6.080  3.536
H  1.344  5.477  -1.135
H  -5.557  -4.098  -7.723
H  1.758  -3.452  -3.585
H  8.652  0.381  -2.058
H  -2.078  9.460  4.929
H  -6.282  -2.854  -0.323
H  -2.412  2.846  0.666
H  -0.246  2.729  1.844
H  -0.273  1.049  4.732
H  -5.322  -2.843  -6.567
H  -1.369  1.133  3.034
H  -5.655  -2.634  -3.331
H  -2.521  2.661  -1.349
H  5.742  -2.790  0.368
H  3.599  0.972  -4.813
H  4.834  4.515  4.054
H  -0.904  3.782  3.164
H  1.208  5.451  2.678
H  1.948  5.959  1.216
H  -3.283  2.793  3.552
H  -0.810  -4.464  -3.373
H  -2.880  4.338  1.575
H  3.187  -3.235  3.273
H  -4.190  -2.709  1.266
H  -3.903  -4.482  -4.335
H  0.168  -1.009  3.391
H  -4.412  2.228  -3.705
H  -0.055  6.346  -1.594
H  1.863  2.906  1.375
H  3.084  4.023  0.831
H  -3.113  -3.626  -7.197
H  -0.101  -4.638  5.333
H  -4.084  -4.474  3.739
H  3.763  -0.768  -3.510
H  2.925  3.775  -1.605
H  -2.642  6.336  2.829
H  -2.125  -1.861  2.504
H  -3.010  8.052  4.934
H  3.322  5.453  4.144
H  -2.289  -4.485  -4.907
H  -1.287  8.038  5.355
H  5.312  -1.735  1.735
H  1.122  -8.371  3.969
H  -3.574  -5.304  -6.851
H  2.684  0.229  -2.421
H  0.599  2.160  5.673
H  -1.835  -3.996  4.011
H  1.614  -3.858  5.396
H  -0.393  -1.889  -3.289
H  -0.961  -1.913  -1.589
H  -5.453  -3.617  2.956
H  0.540  -3.882  -0.794
H  -0.499  7.298  1.063
H  1.992  2.698  -4.056
H  2.863  -8.054  4.184
H  6.026  0.161  -4.156
H  -0.701  8.603  2.925
H  -4.094  2.186  2.019
H  -2.333  0.439  1.772
H  -2.357  0.078  -4.059
H  0.791  5.829  -4.974
H  2.704  -1.706  2.565
H  -3.508  -4.409  1.416
H  -1.507  4.546  -0.840
H  2.215  -5.586  3.559

Calculated values
**E_HOMO**: -14.5 eV
**Charge**: +2
**E_tot**: -4136.771861 hartree

Atomic partial charges in e from the Löwdin method, atoms 1 to 99:
1 P 1.013
2 P 1.030
3 P 1.016
4 F 0.168
5 F 0.092
6 F 0.117
7 F 0.166
8 F 0.098
9 F 0.066
10 F 0.117
11 F 0.151
12 N -0.269
13 C -0.099
14 C -0.250
15 C -0.089
16 C -0.262
17 C -0.245
18 C -0.226
19 C -0.115
20 C -0.247
21 C 0.018
22 C -0.159
23 C -0.093
24 C -0.249
25 C -0.241
26 C -0.089
27 C -0.229
28 C -0.291
29 C -0.126
30 C -0.269
31 C -0.273
32 C -0.232
33 C -0.232
34 C -0.258
35 C -0.109
36 C -0.259
37 C -0.261
38 C -0.235
39 C -0.294
40 C -0.230
41 C -0.081
42 C -0.268
43 C -0.048
44 C -0.112
45 C -0.252
46 C -0.272
47 C -0.083
48 C -0.089
49 C -0.208
50 C -0.231
51 C -0.272
52 C -0.122
53 C -0.251
54 C -0.055
55 C -0.088
56 C -0.112
57 C -0.215
58 C -0.112
59 C -0.272
60 C -0.182
61 C -0.242
62 C -0.259
63 C -0.225
64 C -0.252
65 C -0.225
66 C -0.236
67 C -0.286
68 C -0.227
69 B -1.471
70 B -1.260
71 H 0.062
72 H 0.094
73 H 0.059
74 H 0.110
75 H 0.103
76 H 0.110
77 H 0.070
78 H 0.138
79 H 0.093
80 H 0.087
81 H 0.127
82 H 0.125
83 H 0.059
84 H 0.129
85 H 0.121
86 H 0.127
87 H 0.102
88 H 0.086
89 H 0.093
90 H 0.050
91 H 0.113
92 H 0.085
93 H 0.118
94 H 0.124
95 H 0.065
96 H 0.105
97 H 0.109
98 H 0.135
99 H 0.086